Molecular formula: C6H10O
Method: DFT, the ωB97M-V functional and the def2-TZVPD basis

Last column: Mulliken charge in e.
Cartesian coordinates (Å):
O 0.53549 2.95692 0.24561  -0.483
C -0.36035 2.58830 -0.47478  0.007
C -0.96324 1.20570 -0.46685  -0.651
C -0.42148 0.30712 0.64684  -0.729
C -0.21895 -1.12627 0.21152  -0.110
C 0.98824 -1.46974 -0.61752  -0.520
C 0.89604 -1.93090 0.81129  -0.643
H -0.79199 3.27727 -1.23175  0.354
H -2.05501 1.32314 -0.42836  0.393
H -0.75369 0.77704 -1.45977  0.334
H -1.09396 0.34578 1.51230  0.383
H 0.53559 0.72289 0.98470  0.299
H -1.13314 -1.66912 -0.02565  0.380
H 0.89020 -2.21561 -1.40153  0.260
H 1.68540 -0.66698 -0.84875  0.225
H 0.73087 -2.98775 0.99889  0.266
H 1.52998 -1.43780 1.54380  0.234

The LUMO energy comes out at 1.076 eV. The energy relative to the best compared isomer or geometry (same formula, charge and spin) comes out at 71.3 kJ/mol. Its gap between HOMO and LUMO is 10.881 eV. The HOMO energy comes out at -9.806 eV. The value obtained for the energy is -309.8152 Ha.

---

Molecular formula: C6H10O2
Method: DFT, the ωB97M-V functional and the def2-TZVPD basis

Last column: Mulliken charge in e.
Cartesian coordinates (Å):
O -0.17926 1.53751 -1.91424  -0.562
C -0.92124 1.29736 -1.01013  0.457
O -2.21599 0.99321 -1.35454  -0.494
C -0.90177 1.41900 0.44973  -0.447
C -0.56129 0.15427 1.24974  -0.752
C 0.86960 -0.32190 0.82323  -0.473
C 1.86310 -2.07564 -0.60839  -0.762
C 0.79843 -1.42914 -0.14198  -0.101
H -2.41418 0.92583 -2.31311  0.332
H 0.00625 2.07633 0.71528  0.324
H -1.94361 1.73015 0.80166  0.326
H -0.52122 0.54785 2.27467  0.288
H -1.22267 -0.74598 1.06235  0.424
H 1.45567 0.56071 0.32664  0.291
H 1.43322 -0.58151 1.74354  0.458
H 1.82164 -2.96222 -1.26576  0.283
H 2.81066 -1.55015 -0.21031  0.202
H -0.17736 -1.57569 -0.62837  0.207

The LUMO energy comes out at 0.793 eV. The energy relative to the best compared isomer or geometry (same formula, charge and spin) comes out at 136.9 kJ/mol. Its gap between HOMO and LUMO is 10.261 eV. The HOMO energy comes out at -9.468 eV. The value obtained for the energy is -385.0502 Ha.

---

Molecular formula: C6H10O2
Method: DFT, the ωB97M-V functional and the def2-TZVPD basis

Last column: Mulliken charge in e.
Cartesian coordinates (Å):
C 2.74326 0.40547 -0.28273  -0.728
C 1.51570 -0.65853 0.02562  -0.651
C 0.40146 -0.23909 0.83943  0.159
C -1.08732 -0.75218 0.70016  -0.105
C -2.80672 -0.04333 -0.42025  -0.241
C -0.63094 0.73846 0.07106  -0.362
H 3.60164 -0.24015 -0.80352  0.276
H 2.24915 1.11678 -1.11090  0.197
H 2.78561 1.31136 0.67797  0.260
H 2.00195 -1.64760 0.09213  0.378
H 0.95309 -0.45926 -1.04028  0.106
H 0.70696 -0.22076 1.96334  0.316
H -1.75697 -0.22347 1.50345  0.309
H -3.73513 -0.08794 0.37110  0.299
H -2.64995 0.25807 -1.52114  0.327
H -0.27506 0.72840 -0.93942  0.190
O -1.85182 -1.11135 -0.41433  -0.354
O -2.16492 1.12512 0.28831  -0.377

The LUMO energy comes out at 0.731 eV. The energy relative to the best compared isomer or geometry (same formula, charge and spin) comes out at 960.8 kJ/mol. Its gap between HOMO and LUMO is 8.892 eV. The HOMO energy comes out at -8.162 eV. The value obtained for the energy is -384.7365 Ha.

---

Molecular formula: C6H10O2
Method: DFT, the ωB97M-V functional and the def2-TZVPD basis

Last column: Mulliken charge in e.
Cartesian coordinates (Å):
C -2.08184 1.15287 0.39018  -0.920
C -1.15235 -0.03993 -0.04701  1.041
C -1.99903 -1.18157 -0.47517  -1.724
C 0.13014 -0.12396 0.87134  -0.363
C 2.19298 -0.03620 -0.08054  -0.252
C 0.23305 0.23399 -0.66462  -0.135
H -2.43805 0.84511 1.53140  0.281
H -1.49714 2.23368 0.30385  0.277
H -2.90733 0.77710 -0.45069  0.291
H -1.49049 -1.97758 -0.65067  0.572
H -2.45797 -1.53856 0.43355  0.301
H -2.47632 -0.67953 -1.39263  0.455
H 0.04540 0.83951 1.47196  0.199
H 2.69945 -0.80475 -0.77126  0.271
H 3.11363 0.59014 0.39228  0.217
H 0.40859 -0.79723 -1.09019  0.190
O 1.48620 -0.83566 0.78631  -0.314
O 1.39662 0.89578 -0.75414  -0.387

The LUMO energy comes out at 0.818 eV. The energy relative to the best compared isomer or geometry (same formula, charge and spin) comes out at 796.5 kJ/mol. Its gap between HOMO and LUMO is 9.467 eV. The HOMO energy comes out at -8.649 eV. The value obtained for the energy is -384.7990 Ha.

---

Molecular formula: C6H10O2
Method: DFT, the ωB97M-V functional and the def2-TZVPD basis

Last column: Mulliken charge in e.
Cartesian coordinates (Å):
C 1.16760 0.76458 -1.79908  -0.797
C 0.34434 1.01075 -0.53638  1.371
C 0.47969 2.27151 0.04302  -1.759
C 0.58746 -0.28412 0.28043  -0.293
C -0.98218 -1.75163 1.05607  -0.282
C -0.73448 0.20448 -0.12435  0.218
H 1.97857 2.19477 -1.56396  0.224
H 2.08838 -0.57220 -1.58720  0.296
H 0.17876 0.85624 -2.84792  0.254
H -0.26663 2.41792 0.96136  0.316
H 1.46942 2.47655 0.09179  0.431
H 0.09605 2.81066 -0.92684  0.436
H 1.06676 -1.14814 -0.33600  -0.238
H -1.68130 -1.40942 1.84515  0.236
H -1.18096 -2.82109 1.14333  0.286
H -1.13509 0.78759 0.72638  0.210
O 0.31020 -1.26987 1.43035  -0.409
O -1.28377 -1.09091 -0.30840  -0.499

The LUMO energy comes out at -0.009 eV. The energy relative to the best compared isomer or geometry (same formula, charge and spin) comes out at 1322.8 kJ/mol. Its gap between HOMO and LUMO is 8.399 eV. The HOMO energy comes out at -8.407 eV. The value obtained for the energy is -384.5986 Ha.

---

Molecular formula: C6H10O2
Method: DFT, the ωB97M-V functional and the def2-TZVPD basis

Last column: Mulliken charge in e.
Cartesian coordinates (Å):
C 2.06466 -0.39588 0.28958  -1.268
C -1.41871 1.31352 -0.01912  -1.804
C -0.73328 -0.90635 0.99025  -1.639
C 1.05700 0.60880 -0.17528  0.581
C -0.47463 0.12206 -0.10658  1.698
C -0.49693 -0.50872 -1.46941  -0.293
O 0.11121 -1.51213 -1.76762  -0.486
O 1.32679 1.72427 -0.52781  -0.553
H -0.98370 0.11465 -2.23991  0.377
H 3.05965 -0.05911 0.00902  0.369
H 1.85737 -1.36456 -0.15847  0.346
H 2.01942 -0.49535 1.37246  0.294
H -2.44753 0.99668 -0.17355  0.434
H -1.33929 1.77917 0.95961  0.403
H -1.79664 -1.13942 1.01665  0.420
H -0.19187 -1.82955 0.80576  0.373
H -0.44947 -0.50703 1.96155  0.352
H -1.16405 2.05893 -0.76714  0.397

The LUMO energy comes out at 0.542 eV. The energy relative to the best compared isomer or geometry (same formula, charge and spin) comes out at 42.8 kJ/mol. Its gap between HOMO and LUMO is 10.137 eV. The HOMO energy comes out at -9.595 eV. The value obtained for the energy is -385.0861 Ha.

---

Molecular formula: C6H10O2P2
Method: DFT, the ωB97M-V functional and the def2-TZVPD basis

Last column: Mulliken charge in e.
Cartesian coordinates (Å):
C 2.63607 1.53155 0.44467  -0.948
C 1.59845 0.76966 0.78833  -0.326
C -1.15705 0.31885 -0.06719  0.550
C 1.16880 -0.75053 -1.32913  -0.716
C 1.17847 -0.59905 0.13393  0.535
C -0.29631 -0.82269 0.19851  -0.102
O -0.82969 1.43327 -0.19935  -0.511
O -2.39005 -0.06510 0.11966  -0.187
P -1.02976 -2.41142 0.14869  -0.167
P -3.76398 0.87177 -0.06946  -0.120
H 2.82790 2.39608 1.04936  0.265
H 3.36278 1.37757 -0.38261  0.261
H 0.99796 1.16091 1.59153  0.288
H 0.67513 0.04030 -2.00418  0.231
H 1.54380 -1.66047 -1.83830  0.298
H 1.74042 -1.37482 0.54369  0.464
H -1.75064 -2.24605 1.51206  0.049
H 0.17625 -3.05384 0.58218  0.020
H -3.36071 0.93019 -1.40819  0.047
H -3.32785 2.15382 0.18581  0.066

The LUMO energy (spin up / spin down) comes out at -0.362 / -0.363 eV. The energy relative to the best compared isomer or geometry (same formula, charge and spin) comes out at 212.0 kJ/mol. Its gap between HOMO and LUMO (spin up / spin down) is 7.654 / 7.653 eV. The HOMO energy (spin up / spin down) comes out at -8.016 / -8.016 eV. The value obtained for the energy is -1067.6405 Ha.